{
  "formula": "C7H10N2O11P2V",
  "method": "wB97M-V/def2-TZVPD",
  "e_above_lowest_kj_mol": 25.3,
  "orbital_gap_ev": [7.04, 7.04],
  "total_charge": 1,
  "e_tot_ha": -2836.60416,
  "elements": ["V", "O", "C", "O", "C", "C", "N", "N", "C", "C", "O", "O", "H", "H", "H", "C", "C", "O", "P", "O", "O", "O", "P", "O", "O", "O", "H", "H", "H", "H", "H", "H", "H"],
  "coordinates": [[0.07, 0.97, 0.74], [5.48, -2.44, 1.82], [4.55, -1.58, 2.25], [4.48, -1.22, 3.38], [3.62, -1.03, 1.21], [3.91, -0.54, -0.06], [2.79, 0.00, -0.56], [1.77, -0.13, 0.30], [2.27, -0.74, 1.38], [1.25, -0.93, 2.47], [1.30, -1.75, 3.33], [0.24, -0.08, 2.21], [5.28, -2.78, 0.94], [4.83, -0.53, -0.61], [2.65, 0.42, -1.46], [-3.57, 1.27, -2.55], [-3.01, 1.02, -1.17], [-4.09, 1.03, -0.23], [-2.20, -0.60, -1.00], [-1.39, -0.95, -2.31], [-3.32, -1.70, -1.01], [-1.34, -0.59, 0.22], [-1.75, 2.37, -0.75], [-1.79, 2.00, 0.96], [-0.38, 1.55, -1.01], [0.79, 2.24, 1.23], [-4.27, 0.48, -2.83], [-2.78, 1.32, -3.30], [-4.12, 2.21, -2.56], [-3.74, 1.16, 0.66], [-1.82, -1.57, -2.91], [-3.97, -1.67, -0.29], [-1.75, 2.80, 1.51]]
}


{
  "formula": "C8H27NO5",
  "method": "wB97M-V/def2-TZVPD",
  "smiles": "COC[C@H](C)N.CO.CO.CO.CO",
  "e_above_lowest_kj_mol": 257.7,
  "orbital_gap_ev": 10.06,
  "total_charge": 0,
  "e_tot_ha": -751.81786,
  "elements": ["C", "O", "C", "C", "C", "N", "H", "H", "H", "H", "H", "H", "H", "H", "H", "H", "H", "C", "O", "H", "H", "H", "H", "C", "O", "H", "H", "H", "H", "C", "O", "H", "H", "H", "H", "C", "O", "H", "H", "H", "H"],
  "coordinates": [[-0.84, -2.76, -1.01], [0.08, -2.49, -2.08], [0.60, -1.19, -2.16], [-0.40, 0.00, -2.38], [-1.01, 0.06, -3.78], [0.24, 1.29, -2.05], [-0.39, -2.83, -0.03], [-1.27, -3.74, -1.25], [-1.78, -2.22, -0.94], [1.16, -0.99, -1.25], [1.41, -1.09, -2.88], [-1.29, -0.24, -1.81], [-1.27, -0.97, -4.01], [-0.34, 0.32, -4.59], [-1.92, 0.66, -3.66], [0.88, 1.03, -1.31], [0.80, 1.62, -2.82], [2.22, -2.41, 2.53], [1.71, -1.54, 1.50], [1.95, -3.46, 2.43], [3.31, -2.43, 2.55], [1.88, -2.25, 3.56], [2.27, -1.78, 0.75], [-4.33, 1.17, -0.39], [-3.58, 2.31, -0.74], [-3.74, 0.26, -0.50], [-4.65, 1.35, 0.64], [-5.15, 0.99, -1.07], [-2.76, 2.26, -0.23], [-0.30, 0.92, 1.24], [-0.92, 1.89, 0.42], [0.72, 1.30, 1.35], [-0.84, 0.84, 2.18], [-0.42, -0.06, 0.77], [-0.71, 1.70, -0.49], [2.79, 2.27, 3.42], [4.09, 2.18, 4.00], [2.47, 3.31, 3.44], [2.75, 1.82, 2.43], [2.19, 1.59, 4.02], [4.36, 1.28, 4.19]]
}


{
  "formula": "C5H11NO",
  "method": "wB97M-V/def2-TZVPD",
  "e_above_lowest_kj_mol": 307.6,
  "orbital_gap_ev": 7.70,
  "total_charge": 0,
  "e_tot_ha": -327.01418,
  "elements": ["C", "C", "N", "C", "C", "C", "O", "H", "H", "H", "H", "H", "H", "H", "H", "H", "H", "H"],
  "coordinates": [[1.22, 1.58, -0.87], [1.43, 0.08, -0.81], [0.44, -0.59, 0.07], [0.91, -1.21, 1.15], [-0.84, -0.47, -0.30], [-1.97, -0.73, 0.63], [-2.99, 0.23, 0.45], [2.01, 2.04, -1.47], [1.26, 2.01, 0.14], [0.26, 1.84, -1.31], [1.33, -0.38, -1.80], [2.42, -0.17, -0.43], [0.26, -1.83, 1.74], [1.94, -1.05, 1.43], [-1.03, -0.11, -1.30], [-2.47, -1.70, 0.48], [-1.58, -0.73, 1.66], [-2.55, 1.09, 0.50]]
}


{
  "formula": "H6O3Rb",
  "method": "wB97M-V/def2-TZVPD",
  "e_above_lowest_kj_mol": 12.1,
  "orbital_gap_ev": 12.32,
  "total_charge": 1,
  "e_tot_ha": -253.23074,
  "elements": ["Rb", "O", "H", "H", "O", "H", "H", "O", "H", "H"],
  "coordinates": [[-0.29, 0.84, -0.12], [1.96, 1.24, 1.67], [2.77, 0.74, 1.62], [2.13, 1.94, 2.30], [-0.77, -1.60, 1.16], [-0.69, -2.02, 2.02], [-1.70, -1.36, 1.10], [-1.13, 0.25, -2.91], [-0.42, 0.18, -3.55], [-1.86, -0.22, -3.31]]
}


Listing max |F| for the structures above in their given order: 0.020, 0.034, 0.008, 0.011 Eh/bohr.